(1)
{"formula": "C24H38N4O5PTb", "method": "the ωB97M-V functional and the def2-TZVPD basis", "s_squared": 12.682, "multiplicity": 7, "gap_ev": [8.6, 8.6], "relative_energy_kj_mol": 0.0, "charge": 0, "symbols": ["Tb", "P", "O", "O", "O", "O", "O", "N", "N", "N", "N", "C", "C", "C", "C", "C", "C", "C", "C", "C", "C", "C", "C", "C", "C", "C", "C", "C", "C", "C", "C", "C", "C", "C", "C", "H", "H", "H", "H", "H", "H", "H", "H", "H", "H", "H", "H", "H", "H", "H", "H", "H", "H", "H", "H", "H", "H", "H", "H", "H", "H", "H", "H", "H", "H", "H", "H", "H", "H", "H", "H", "H", "H"], "coordinates": [[0.37373, -0.56791, 0.08037], [-1.07379, 2.15343, -0.45088], [4.15285, -2.87513, -0.47245], [-0.71400, -1.05072, -3.90369], [2.50647, -1.38321, -0.14878], [-1.92272, -1.96096, -0.77020], [0.16864, -0.18020, -2.02605], [0.67790, -2.90450, -1.31675], [1.15440, -2.17759, 2.25093], [1.39784, 0.81458, 2.30456], [2.17850, 1.34710, -0.37172], [-1.26488, 2.44851, -4.55497], [-2.93482, -1.68552, 3.42350], [0.01012, -1.10324, -2.93013], [2.19829, -1.43529, 2.98174], [3.17625, 1.42696, 0.70346], [-3.25367, -0.50972, 4.08743], [-2.67270, 0.67447, 3.64758], [-0.45867, -3.82704, -1.26757], [-0.98069, 3.81933, 0.33613], [1.65177, -0.09507, 3.42907], [-1.76076, -3.12486, -1.58949], [-2.04558, -1.65521, 2.35042], [0.47689, 3.92246, -3.81672], [0.86346, -2.34998, -2.67667], [-0.25968, 3.35836, -4.84929], [-2.88864, 1.88001, -0.41414], [1.91739, -3.55858, -0.88775], [2.46487, 1.77908, 1.99588], [0.20084, 3.57442, -2.50103], [-1.53878, 2.10408, -3.23881], [-1.43022, -0.49360, 1.85138], [-0.81559, 2.66686, -2.19278], [-1.80264, 0.66254, 2.56002], [2.98371, -2.53462, -0.48204], [-2.34181, -2.19850, 0.06551], [-2.90130, 1.61017, 4.14849], [-0.04324, 3.61859, -5.87794], [-3.23749, 1.93226, 0.61596], [0.77604, 4.04224, -1.70778], [3.96410, 2.15715, 0.49919], [-1.77225, -2.78333, -2.62006], [-1.82657, 1.98108, -5.35460], [0.65361, -3.09060, -3.45215], [-1.41085, 1.63340, 2.25434], [3.04016, -1.29103, 2.30217], [0.70487, -0.25645, 3.94827], [-3.93643, -0.51287, 4.92876], [-1.59645, 4.52993, -0.21611], [-1.33906, 3.75725, 1.36613], [-2.29805, 1.35859, -3.03998], [-2.59632, -3.81150, -1.45495], [1.90225, -2.03235, -2.77382], [0.37981, -2.38145, 2.87265], [3.63601, 0.44578, 0.79039], [-3.37144, -2.62747, 3.74118], [-0.32404, -4.66805, -1.96304], [1.71003, -4.18047, -0.01395], [2.56795, 0.86754, -1.17656], [-3.40265, 2.62694, -1.02006], [3.19379, 1.82865, 2.80908], [2.32727, -4.21101, -1.66242], [2.34752, 0.35107, 4.14589], [2.56058, -1.98149, 3.85682], [-1.80098, -2.62678, 1.90762], [1.26529, 4.63414, -4.03350], [-3.11406, 0.87932, -0.78674], [1.54082, -3.06297, 1.94302], [1.91121, 2.27293, -0.68039], [0.53572, 1.30597, 2.48919], [2.01961, 2.77392, 1.90243], [0.04599, 4.18630, 0.36137], [-0.50572, -4.23613, -0.25491]], "atomic_forces_ev_per_a": [[0.6, -0.2, 1.1], [-0.3, 0.3, -0.3], [0.0, 0.0, 0.1], [0.0, 0.2, -0.1], [0.3, -0.1, -0.1], [0.2, 0.1, 0.0], [-0.3, -0.2, -1.0], [0.0, 0.1, -0.2], [0.1, 0.1, -0.2], [-0.1, -0.1, -0.2], [0.1, -0.2, 0.0], [0.0, 0.0, 0.0], [0.0, 0.0, 0.0], [0.1, 0.1, 0.1], [-0.1, 0.0, -0.1], [-0.1, 0.0, 0.0], [0.1, 0.0, 0.0], [0.0, -0.1, 0.0], [0.0, 0.0, 0.0], [-0.1, -0.1, 0.2], [0.0, 0.0, -0.1], [0.0, 0.1, 0.1], [0.0, -0.1, 0.0], [0.0, 0.0, 0.0], [0.0, 0.0, 0.1], [0.0, 0.0, 0.0], [0.1, 0.0, -0.1], [-0.1, 0.1, 0.0], [0.0, -0.1, 0.0], [-0.1, 0.0, 0.0], [0.0, -0.1, 0.0], [-0.2, 0.0, 0.2], [0.2, 0.0, 0.1], [-0.1, 0.0, 0.1], [-0.1, 0.2, 0.1], [0.0, 0.1, 0.0], [0.0, 0.0, 0.0], [0.0, 0.0, 0.0], [0.0, 0.0, 0.0], [0.0, 0.0, -0.1], [0.0, 0.0, 0.0], [0.0, 0.0, -0.1], [0.0, 0.0, 0.0], [0.0, -0.1, 0.0], [0.0, 0.0, 0.0], [0.0, 0.0, 0.0], [0.0, 0.0, 0.0], [0.0, 0.0, 0.0], [0.0, 0.0, 0.0], [0.0, 0.0, 0.0], [0.0, 0.0, 0.0], [-0.1, 0.0, 0.0], [0.0, 0.0, 0.0], [-0.1, 0.0, 0.0], [0.0, 0.0, 0.0], [0.0, 0.0, 0.0], [0.0, 0.0, 0.0], [0.0, 0.0, 0.0], [0.0, 0.0, 0.0], [0.0, 0.0, 0.0], [0.0, 0.0, 0.1], [0.0, -0.1, 0.0], [0.0, 0.1, 0.0], [0.0, 0.0, 0.0], [0.0, 0.0, 0.0], [0.0, 0.0, 0.0], [0.0, 0.0, 0.0], [0.0, 0.0, 0.0], [-0.1, 0.1, -0.1], [0.0, 0.0, 0.0], [0.0, 0.0, 0.0], [0.0, 0.0, 0.0], [0.0, 0.0, 0.0]], "mulliken_charge": [0.162, 1.486, -0.754, -0.696, -0.149, -0.281, -0.074, 0.867, -0.432, 0.351, -0.337, -0.552, -1.036, 0.319, -0.650, -0.432, -0.609, -1.051, -0.770, -1.603, -0.884, -0.918, -0.753, -0.815, -0.862, -0.516, -1.558, -0.797, -0.915, -0.639, -0.475, 1.813, 0.985, -0.697, 0.333, 0.221, 0.433, 0.375, 0.483, 0.214, 0.492, 0.385, 0.405, 0.315, 0.233, 0.254, 0.357, 0.380, 0.449, 0.449, 0.173, 0.477, 0.496, 0.286, 0.123, 0.411, 0.333, 0.343, 0.258, 0.499, 0.359, 0.352, 0.408, 0.553, 0.308, 0.405, 0.246, 0.182, 0.139, 0.113, 0.367, 0.341, 0.322]}



(2)
{"formula": "AgH12O10P", "method": "the ωB97M-V functional and the def2-TZVPD basis", "gap_ev": 3.6, "relative_energy_kj_mol": 232.0, "charge": -2, "symbols": ["Ag", "P", "O", "O", "O", "O", "O", "O", "O", "O", "O", "O", "H", "H", "H", "H", "H", "H", "H", "H", "H", "H", "H", "H"], "coordinates": [[0.18467, 0.26021, 0.29692], [1.63667, -1.69479, -0.88308], [2.12967, -0.27779, -0.84208], [-1.89633, -1.10679, -1.25308], [1.66267, -1.33879, 0.51792], [1.73867, 2.00721, -0.22208], [0.73367, -0.67579, -1.52208], [-1.08133, -1.24079, 1.72092], [-0.76433, 1.38321, -1.80408], [-1.51133, 1.79021, 0.94092], [1.44067, 0.33621, 2.24092], [0.24667, -1.85579, -0.15408], [-1.86133, -2.03679, -1.53308], [-0.53533, -1.49279, 0.83492], [-0.91533, -1.04579, -1.01408], [1.29167, -0.13679, 3.07992], [2.08767, 2.54521, -0.97408], [1.47767, -0.40479, 1.54592], [-0.16533, 0.60421, -1.68908], [-1.98333, -1.44779, 1.52292], [-1.54533, 0.93521, -2.13908], [1.88567, 1.04121, -0.56408], [-2.06033, 2.06721, 1.65592], [-2.19633, 1.78521, 0.23692]], "atomic_forces_ev_per_a": [[-3.8, 5.6, 2.7], [2.0, -8.1, -4.8], [12.4, 9.9, -4.4], [-1.2, -0.4, -0.6], [8.0, -3.0, 17.0], [1.0, 1.7, -1.2], [-6.8, 4.3, -13.4], [0.0, -0.1, 1.0], [-0.7, 0.9, -0.7], [-1.3, 0.6, -1.2], [0.5, 0.3, 2.3], [-10.3, -10.5, 0.6], [-0.2, 0.4, 0.1], [-0.7, -1.2, 1.3], [-0.6, -0.5, -0.4], [-0.2, 0.3, -0.7], [-0.6, -0.6, 0.9], [1.3, -0.2, 1.0], [0.3, 0.3, -0.8], [-0.7, -0.1, -0.4], [-0.2, -0.2, 0.0], [0.8, 1.0, 0.3], [-0.2, 0.1, 1.5], [1.2, -0.3, -0.1]], "nbo_charge": [0.903, 1.556, -0.891, -1.087, -1.007, -1.026, -0.982, -1.061, -1.012, -0.909, -1.019, -1.064, 0.454, 0.485, 0.486, 0.444, 0.438, 0.483, 0.496, 0.442, 0.463, 0.487, 0.447, 0.475]}



(3)
{"formula": "C4H6S3", "method": "the ωB97M-V functional and the def2-TZVPD basis", "gap_ev": 8.2, "relative_energy_kj_mol": 217.4, "charge": 0, "symbols": ["S", "S", "S", "C", "C", "C", "C", "H", "H", "H", "H", "H", "H"], "coordinates": [[-0.02172, 0.60242, -1.45842], [2.20271, -0.29858, 3.55410], [-1.20035, -1.52327, 0.39325], [1.28465, -0.39322, 0.75254], [-1.71109, 0.46171, -2.02750], [-0.07714, -0.55321, -0.09744], [1.21179, 0.18887, 2.18564], [-1.74920, 1.20734, -2.97179], [-2.35748, 0.96325, -1.29561], [0.55466, 1.05590, 2.01449], [2.25075, 0.33468, 0.46187], [1.74923, -1.39752, 0.70331], [-2.13680, -0.64836, -2.21444]], "atomic_forces_ev_per_a": [[-0.5, -1.3, 0.9], [-2.9, 1.5, -3.7], [-1.5, -1.2, 0.4], [2.3, -0.2, 0.3], [-1.4, 0.3, -2.2], [3.7, 3.3, 0.1], [1.7, -1.7, 0.7], [0.0, -2.2, 1.8], [0.1, -0.4, 0.0], [0.2, 0.1, 1.5], [-2.8, -1.4, -0.4], [-0.2, 0.5, 0.4], [1.3, 2.7, 0.2]], "nbo_charge": [0.340, -0.016, 0.109, -0.572, -0.804, -0.343, -0.164, 0.244, 0.231, 0.189, 0.273, 0.250, 0.263]}



(4)
{"formula": "C17H31ClN8O4P", "method": "the ωB97M-V functional and the def2-TZVPD basis", "gap_ev": 6.3, "charge": 1, "symbols": ["Cl", "P", "O", "O", "O", "O", "N", "N", "N", "N", "N", "N", "N", "N", "C", "C", "C", "C", "C", "C", "C", "C", "C", "C", "C", "C", "C", "C", "C", "C", "C", "H", "H", "H", "H", "H", "H", "H", "H", "H", "H", "H", "H", "H", "H", "H", "H", "H", "H", "H", "H", "H", "H", "H", "H", "H", "H", "H", "H", "H", "H", "H"], "coordinates": [[-1.47129, -3.04642, -0.64702], [-0.07831, -1.48734, -0.99663], [-6.99277, 4.84707, -0.43278], [6.16086, -3.53939, 3.67730], [0.93692, -2.09355, -2.21286], [5.99381, -1.19079, -0.98735], [-2.36409, 0.17089, -2.05722], [-1.28481, 2.07618, -2.43121], [-3.66725, 2.12878, -2.92727], [-4.82789, 5.14035, 0.25016], [4.78757, -2.98296, -0.23253], [4.70196, -4.84255, 4.88002], [-0.33400, 1.21887, -1.93338], [-3.75490, 3.46271, -3.31748], [4.56927, -5.82431, 3.82025], [-5.22020, 5.56346, 1.58268], [-5.39021, 0.76661, -1.54337], [3.96606, -5.03815, 6.11352], [2.07974, 1.80866, -1.09278], [-4.93425, 1.30194, -2.97438], [5.51349, -3.76689, 4.68643], [3.78203, -2.83788, -1.26587], [4.65421, -4.05264, 0.73628], [-2.58476, 1.51054, -2.51720], [1.05001, 1.54242, -1.70871], [5.82792, -2.10869, -0.20352], [-3.41623, 5.07843, -0.07906], [-0.31878, 4.34489, -3.35505], [-0.74999, 3.36075, -2.76087], [-5.79793, 4.81542, -0.64793], [-1.02317, -0.00129, -1.68395], [4.25911, -2.92515, -2.24498], [6.53501, -2.30428, 0.61836], [4.65005, -5.01106, 0.20987], [-4.91722, -0.26836, -1.42427], [4.18518, -5.33282, 2.92553], [3.01403, -3.60424, -1.16330], [3.89145, -6.62347, 4.11926], [-5.79607, 4.76632, 2.05763], [-5.85048, 6.45179, 1.50633], [-4.71405, 0.46127, -3.71791], [3.32662, -1.84836, -1.18525], [5.47746, -4.04114, 1.45110], [3.71103, -3.92572, 1.27504], [4.16070, -4.22747, 6.81616], [-5.39573, 4.50740, -1.62688], [-3.06254, 3.61671, -4.06171], [5.54051, -3.08745, 5.55345], [2.89676, -5.06931, 5.89035], [-2.92356, 4.37549, 0.59855], [-4.98339, 1.39944, -0.68579], [-5.80735, 1.87363, -3.41160], [2.98830, 2.02560, -0.45586], [-6.50720, 0.60622, -1.47114], [5.55363, -6.24195, 3.59674], [-3.26949, 4.74696, -1.10794], [-4.67050, 3.70532, -3.70816], [0.87910, -1.46912, -2.97638], [0.06367, 5.24169, -3.90980], [-2.97910, 6.07243, 0.04318], [4.27187, -5.98457, 6.56562], [-4.34086, 5.78904, 2.18558]], "atomic_forces_ev_per_a": [[0.6, 1.4, -0.9], [1.2, -1.4, 1.1], [0.2, 0.0, 0.1], [-0.3, -0.3, 0.1], [-2.2, 2.1, 0.1], [-0.3, -0.1, 0.0], [1.7, 0.9, 0.2], [0.5, 3.9, -0.9], [-1.8, -2.1, 0.2], [-0.2, -0.3, -0.6], [0.4, 0.2, 0.1], [0.4, 0.7, 0.1], [0.6, -3.2, 1.0], [1.4, 1.0, -0.7], [0.2, 0.2, -0.1], [-0.3, 0.0, -0.1], [1.0, -1.2, -0.1], [0.0, -0.2, -0.2], [-1.1, -0.4, -0.4], [-0.9, -1.0, 0.0], [-0.1, -0.3, 0.0], [0.3, 0.2, 0.0], [0.0, 0.1, -0.3], [4.3, -1.3, 1.7], [-0.6, 0.3, 1.7], [-0.1, -0.2, 0.1], [-0.2, 0.1, 0.2], [-0.5, -1.1, 0.7], [-0.5, 0.4, -1.8], [0.1, 0.1, 0.4], [-2.7, 2.7, -3.0], [-0.2, 0.1, 0.0], [-0.1, -0.1, 0.0], [-0.1, -0.1, 0.2], [-0.7, 1.5, 0.0], [0.0, -0.2, 0.0], [0.1, 0.0, 0.1], [0.1, 0.1, 0.1], [0.0, 0.1, 0.1], [0.0, -0.1, 0.2], [-0.4, 1.0, 1.2], [0.0, -0.1, -0.1], [-0.1, 0.1, -0.1], [0.0, -0.1, 0.1], [0.0, 0.0, -0.1], [0.2, 0.0, 0.0], [-0.4, 0.1, 0.3], [0.0, -0.1, 0.0], [0.0, 0.0, 0.2], [0.2, 0.1, -0.1], [-0.8, -0.6, -1.3], [1.5, -0.1, 0.4], [-1.4, -0.4, -1.5], [1.3, 0.6, -0.2], [-0.1, -0.1, -0.1], [-0.1, 0.1, 0.0], [0.3, -0.7, 0.4], [0.3, -0.9, 0.3], [-0.6, -1.4, 1.1], [0.2, -0.1, 0.0], [-0.1, 0.1, 0.1], [0.0, 0.0, -0.1]], "nbo_charge": [-0.243, 1.121, -0.606, -0.639, -0.925, -0.636, -0.469, -0.231, -0.207, -0.432, -0.436, -0.430, -0.210, -0.623, -0.417, -0.420, -0.647, -0.399, -0.081, -0.241, 0.533, -0.413, -0.418, 0.594, 0.041, 0.527, -0.408, -0.146, 0.071, 0.526, 0.114, 0.216, 0.128, 0.193, 0.240, 0.204, 0.203, 0.210, 0.217, 0.223, 0.236, 0.196, 0.252, 0.182, 0.215, 0.084, 0.382, 0.113, 0.195, 0.190, 0.231, 0.240, 0.303, 0.252, 0.219, 0.211, 0.405, 0.504, 0.292, 0.204, 0.201, 0.208]}



(5)
{"formula": "C3H10OS2", "method": "the ωB97M-V functional and the def2-TZVPD basis", "s_squared": 0.755, "multiplicity": 2, "gap_ev": [6.3, 3.7], "relative_energy_kj_mol": 72.4, "charge": -1, "symbols": ["S", "S", "O", "C", "C", "C", "H", "H", "H", "H", "H", "H", "H", "H", "H", "H"], "coordinates": [[-1.65551, -1.64234, -1.78296], [0.83686, 1.12454, 1.64119], [-1.65423, 2.94908, 1.17024], [0.21715, -0.43336, 1.08837], [1.19624, -0.31319, -1.21773], [1.03823, -1.17752, 0.03777], [-0.70438, -0.18405, 0.50085], [-2.97082, -1.65485, -2.05715], [-0.10430, -1.04663, 1.92938], [2.04920, -1.45314, 0.35995], [1.92026, 0.48028, -1.01608], [0.48564, -2.08504, -0.19103], [-0.80955, 2.48250, 1.29895], [1.54688, -0.91456, -2.05451], [-1.62901, 3.72350, 1.73441], [0.23733, 0.14477, -1.44163]], "atomic_forces_ev_per_a": [[-0.3, -0.1, 0.0], [0.5, -0.1, 0.1], [-0.2, 0.1, -0.3], [-0.1, -0.1, -0.7], [0.2, 0.0, 0.5], [0.5, 0.2, -0.2], [-0.1, -0.1, 0.4], [0.0, 0.0, 0.1], [0.0, 0.0, 0.0], [-0.2, -0.1, 0.4], [0.0, 0.0, -0.1], [0.0, -0.1, -0.1], [-0.3, 0.2, 0.2], [-0.1, 0.1, -0.1], [0.2, 0.0, 0.1], [0.0, -0.1, -0.4]], "nbo_charge": [-0.960, -0.041, -0.951, -0.611, -0.622, -0.414, 0.302, 0.095, 0.224, 0.178, 0.189, 0.240, 0.467, 0.207, 0.454, 0.242]}



(6)
{"formula": "C7H6N2S", "method": "the ωB97M-V functional and the def2-TZVPD basis", "gap_ev": 8.7, "relative_energy_kj_mol": 576.4, "charge": 0, "symbols": ["S", "N", "N", "C", "C", "C", "C", "C", "C", "C", "H", "H", "H", "H", "H", "H"], "coordinates": [[-2.98056, -0.69056, 1.37762], [-2.69038, -1.75445, 0.42886], [-3.16238, 0.82050, 0.55699], [0.28994, 1.38360, 0.04759], [1.67969, 1.13248, 0.19902], [-2.31356, 1.59882, 0.00063], [0.77880, -2.15356, -0.96677], [2.10449, -0.32117, 0.07763], [1.33265, -1.26486, -0.27509], [-0.92342, 1.49790, 0.16583], [1.86889, 1.23597, 1.28400], [0.11742, -2.83547, -0.66395], [3.11629, -0.60821, 0.47497], [2.28163, 1.83272, -0.43574], [-2.64515, 2.56125, -0.29461], [1.14566, -2.43496, -1.97696]], "atomic_forces_ev_per_a": [[0.4, 0.9, -1.0], [0.1, -0.7, 0.2], [-0.7, 0.3, -0.2], [-3.2, 0.1, 0.4], [1.7, -0.1, 0.5], [-0.5, -0.8, 2.6], [1.0, -1.3, -3.4], [2.0, 1.2, 1.1], [0.6, 0.7, -0.3], [3.1, -0.6, -1.2], [0.2, 1.0, -0.4], [-2.8, -2.3, 1.6], [-1.0, 0.6, -0.3], [-0.2, -0.6, 0.8], [-0.7, 0.7, -1.1], [-0.2, 0.9, 0.5]], "nbo_charge": [1.072, -0.750, -0.647, 0.119, -0.522, 0.098, -0.445, -0.261, 0.080, -0.119, 0.264, 0.217, 0.228, 0.249, 0.201, 0.216]}